(1)
38
Properties=species:S:1:pos:R:3:forces:R:3:lowdin_charge:R:1 method="wB97M-V/def2-TZVPD" lumo_ev=0.87 smiles="C/N=C/C[SiH2]C(C)(C)C.C=CCC" e_tot_ev=-21176.826 relative_energy_kj_mol=339.4 largest_force_ev_per_a=6.5
C -0.2847 -0.9585 3.6068 0.93 0.57 0.99 -0.1361
N -0.5978 -0.3625 2.2914 -0.64 -0.43 1.49 -0.0622
C -1.6953 0.2546 2.2865 -1.25 -0.65 -0.56 -0.2894
C -2.3622 0.6044 0.9934 1.51 0.88 -0.74 -0.2480
Si -1.4020 -0.3336 -0.4800 -2.07 -0.58 -0.20 0.7348
C -1.3706 0.8234 -1.9663 0.92 0.25 0.57 -0.6738
C -0.9691 0.0781 -3.2678 0.12 -1.52 1.00 -0.1086
C -2.7303 1.5744 -2.0780 0.94 -4.87 -4.13 -0.0867
C -0.2131 1.8153 -1.6018 -1.51 0.07 0.08 -0.1020
H -0.4551 -0.2643 4.5699 0.40 -1.35 -2.20 0.1162
H 0.7797 -1.2402 3.4779 -0.48 0.08 0.90 0.0507
H -0.8649 -1.9018 3.7537 0.36 0.76 -0.18 0.0803
H -2.2678 0.3881 3.2104 0.00 0.21 0.13 0.1132
H -2.3668 1.7105 0.9593 0.64 -0.09 -0.55 0.0767
H -3.4324 0.5061 0.9530 -0.54 -0.98 0.33 0.0597
H -0.0708 -0.7889 -0.1512 0.37 0.05 0.02 -0.0506
H -2.2140 -1.6534 -0.8930 0.61 1.29 0.57 -0.0081
H -1.4947 -0.9166 -3.3799 0.25 1.09 0.04 0.0771
H -1.2441 0.7156 -4.0787 0.10 0.28 -0.99 0.0586
H 0.1354 -0.1908 -3.2907 -1.30 0.60 0.05 0.0904
H -2.6055 2.2123 -2.8960 0.10 1.37 -1.49 0.0516
H -3.0702 2.1326 -1.3296 -1.23 1.83 3.56 0.0139
H -3.5003 0.8109 -2.4806 0.80 1.16 1.06 0.1195
H -0.3247 2.8269 -1.9423 -0.66 0.67 -0.45 0.0721
H -0.1770 1.8892 -0.5375 0.44 0.25 0.98 0.0438
H 0.7366 1.5556 -1.9768 1.13 -0.93 -0.26 0.0558
C 2.2111 -2.0902 -1.0665 0.76 -0.17 -1.21 -0.0282
C 3.0724 -1.3449 -0.3475 -3.38 -1.58 0.79 -0.1953
C 2.7950 -1.1364 1.1038 3.05 0.71 0.88 -0.2565
C 3.1830 0.2688 1.7074 0.90 -1.27 -0.44 -0.0906
H 2.4127 -2.2505 -2.1700 -0.37 0.13 1.41 0.0663
H 1.3162 -2.6259 -0.6439 1.13 0.79 -0.33 0.0693
H 3.8736 -0.8389 -0.7246 2.14 1.01 -1.46 0.0646
H 3.3533 -1.9556 1.6683 -0.82 1.05 -0.35 0.1344
H 1.7784 -1.2321 1.1928 -2.54 -0.61 0.76 0.0184
H 4.2394 0.4722 1.5920 0.78 -0.62 0.38 0.0541
H 2.9519 0.3083 2.7732 -0.18 0.21 -0.21 0.0616
H 2.8751 1.1380 1.1630 -1.44 0.30 -0.27 0.0531

(2)
81
Properties=species:S:1:pos:R:3:forces:R:3:lowdin_charge:R:1 method="wB97M-V/def2-TZVPD" lumo_ev=-3.51 e_tot_ev=-79958.056 relative_energy_kj_mol=0.0 largest_force_ev_per_a=0.4 total_charge=+1
Rh -1.4326 -1.2364 -0.0284 -0.29 0.04 0.31 1.2097
C 3.1792 -7.2896 2.3917 0.01 0.02 0.01 -0.0550
O 2.2488 -6.2146 2.3845 -0.02 -0.02 0.00 -0.0846
C 1.5653 -5.9677 3.5332 0.07 0.02 -0.01 -0.2201
C 1.7211 -6.6688 4.7142 0.00 0.00 0.06 -0.0083
C 0.9445 -6.3399 5.8224 0.04 -0.03 -0.04 -0.0723
C 0.0040 -5.3348 5.7369 -0.02 0.05 0.00 -0.0815
C -0.1620 -4.6312 4.5466 -0.06 -0.03 0.02 -0.0258
C 0.6309 -4.9218 3.4496 0.11 0.08 -0.02 -0.1400
N 0.5497 -4.2954 2.1847 -0.16 -0.15 0.00 0.1806
C 0.0160 -3.1028 1.8363 0.17 0.06 0.00 -0.3223
N -0.1380 -2.1802 2.8055 -0.06 0.06 0.03 0.1603
C -0.3427 -0.7943 2.6338 0.06 -0.02 0.03 -0.1487
C -0.7788 -0.1773 1.4722 0.05 0.01 0.02 -0.1853
C -0.8503 1.2203 1.4324 0.02 0.02 0.03 -0.1075
C -0.5367 1.9717 2.5437 -0.02 0.00 0.03 -0.0703
C -0.1446 1.3543 3.7319 0.00 0.02 -0.02 -0.0126
C -0.0440 -0.0193 3.7751 0.01 -0.01 -0.05 -0.2229
O 0.3551 -0.7425 4.8561 -0.04 -0.02 0.07 -0.0953
C 0.6835 -0.0347 6.0451 0.05 0.00 -0.01 -0.0498
N -0.3094 -2.8446 0.5901 0.01 0.09 -0.13 0.0175
C 0.0094 -3.8277 -0.3980 0.11 0.12 -0.01 -0.2360
C 1.1279 -3.6154 -1.2000 0.02 -0.02 0.01 -0.0362
C 1.4721 -4.5219 -2.1900 -0.02 -0.02 0.01 -0.0797
C 0.6937 -5.6586 -2.3765 0.04 0.03 0.00 -0.0617
C -0.4187 -5.8770 -1.5813 -0.04 0.00 0.03 0.0190
C -0.7737 -4.9644 -0.5945 -0.05 -0.01 -0.11 -0.2515
O -1.8547 -5.2601 0.1872 -0.01 -0.01 0.09 -0.0732
C -2.9304 -4.3267 0.2039 -0.02 -0.03 -0.06 -0.0692
H 3.5840 -7.3423 1.3861 0.02 0.02 0.00 0.0964
H 2.6889 -8.2339 2.6351 -0.02 0.01 0.00 0.1002
H 3.9828 -7.0959 3.1054 0.01 -0.03 -0.03 0.1006
H 2.4465 -7.4659 4.7829 -0.02 0.00 0.01 0.1088
H 1.0764 -6.8881 6.7451 0.00 0.00 0.00 0.1103
H -0.6197 -5.0936 6.5865 0.00 0.00 0.00 0.1071
H -0.9437 -3.8872 4.4840 0.01 0.03 -0.03 0.1140
H 0.8321 -4.8872 1.4152 -0.02 0.01 -0.01 0.1420
H 0.2672 -2.4101 3.7023 -0.02 -0.01 0.03 0.1226
H -1.1696 1.7089 0.5225 0.01 0.02 0.02 0.0890
H -0.6048 3.0510 2.5054 0.01 -0.01 0.00 0.1104
H 0.0869 1.9521 4.6010 0.03 0.00 -0.03 0.1086
H 1.6037 0.5382 5.9141 -0.04 0.04 -0.04 0.1041
H 0.8373 -0.7887 6.8107 -0.02 0.00 0.01 0.0973
H -0.1303 0.6309 6.3364 0.00 -0.04 0.06 0.0963
H 1.7242 -2.7270 -1.0261 -0.02 -0.01 -0.01 0.1229
H 2.3476 -4.3456 -2.8012 -0.02 0.00 0.00 0.1094
H 0.9535 -6.3778 -3.1421 0.00 0.00 0.00 0.1107
H -1.0394 -6.7540 -1.7089 0.00 0.00 0.00 0.1276
H -3.8374 -4.9009 0.3791 0.00 -0.01 0.01 0.0988
H -3.0092 -3.8032 -0.7511 0.00 -0.02 0.03 0.0805
H -2.8144 -3.6045 1.0184 0.00 0.01 0.03 0.0667
C -3.7576 1.6075 -4.1125 -0.01 -0.01 0.00 -0.1594
C -2.5099 2.1027 -3.4115 0.01 0.01 0.04 -0.1655
N -2.2855 1.2906 -2.2256 0.01 -0.10 -0.11 0.1000
C -3.2746 0.7517 -1.4867 0.00 0.07 0.12 -0.3374
N -2.9551 0.0826 -0.3892 -0.04 -0.09 -0.18 -0.0714
C -3.9789 -0.2981 0.5762 -0.09 -0.13 -0.05 -0.2182
C -5.2791 0.4595 0.3798 0.01 0.07 0.04 -0.1444
C -5.6488 0.4207 -1.0861 0.02 -0.04 0.00 -0.1360
N -4.5485 0.9570 -1.8774 -0.07 0.04 0.03 -0.0270
C -4.9073 1.6305 -3.1265 0.00 -0.02 -0.01 -0.1338
H -3.5962 0.5884 -4.4683 0.00 0.01 0.00 0.0939
H -3.9951 2.2362 -4.9696 0.01 0.01 0.01 0.1257
H -2.6329 3.1532 -3.1298 0.03 0.01 -0.01 0.1265
H -1.6309 2.0272 -4.0490 -0.02 -0.04 0.00 0.1123
H -1.3463 1.0702 -1.9384 0.01 0.05 0.04 0.1128
H -3.5867 -0.0998 1.5767 0.03 0.01 0.03 0.1113
H -4.1751 -1.3826 0.5131 -0.01 0.07 -0.04 0.1107
H -5.1460 1.4983 0.6905 -0.01 0.00 0.00 0.1280
H -6.0671 0.0251 0.9938 0.00 -0.01 -0.01 0.1240
H -6.5272 1.0346 -1.2837 0.01 0.01 0.00 0.1291
H -5.8785 -0.6022 -1.4050 -0.01 0.00 0.00 0.1370
H -5.2238 2.6567 -2.9149 0.02 0.01 0.00 0.1335
H -5.7657 1.1006 -3.5416 -0.01 0.01 0.01 0.1298
Cl -1.1276 -0.8830 -5.0212 0.06 -0.06 0.28 0.6523
C -0.1328 -1.6702 -3.7579 -0.07 0.06 -0.28 -0.9895
Cl 1.5189 -1.0868 -3.8112 0.10 0.08 0.05 0.6650
C -0.7923 -1.4905 -2.3996 0.06 0.14 -0.05 -0.7380
O -1.7789 -2.1684 -2.1053 -0.10 -0.11 -0.12 -0.0040
O -0.3013 -0.6567 -1.5434 0.24 -0.25 -0.16 -0.1359
H -0.1273 -2.7305 -3.9898 -0.04 -0.01 0.06 0.0673

Number 1: gap between HOMO and LUMO 10.1 eV, M 199.41 g/mol. Number 2: gap between HOMO and LUMO 6.9 eV, M 746.48 g/mol.